{"formula": "C22H53BaBr3N3O12P2", "method": "wB97M-V/def2-TZVPD", "energy_ev": -282105.296, "gap_ev": 3.5659, "largest_force_ev_per_a": 4.9, "e_homo_ev": -9.18, "charge": 1, "lumo_energy_ev": -5.614, "symbols": ["H", "H", "C", "H", "H", "N", "Br", "H", "H", "O", "H", "H", "H", "H", "H", "O", "C", "C", "C", "O", "H", "Ba", "H", "C", "N", "C", "C", "H", "C", "C", "H", "H", "O", "C", "C", "H", "H", "C", "H", "C", "C", "H", "H", "H", "H", "H", "Br", "H", "H", "C", "O", "O", "Br", "H", "O", "H", "H", "H", "O", "H", "P", "H", "H", "C", "H", "H", "C", "H", "O", "O", "H", "C", "H", "O", "C", "H", "H", "P", "H", "C", "H", "H", "H", "N", "O", "H", "H", "H", "H", "H", "H", "C", "H", "C", "H", "H"], "coordinates": [[-5.817, -0.335, 8.289], [-3.250, 8.854, -0.450], [-0.715, -9.167, 1.870], [6.401, 2.457, -2.226], [9.920, -1.581, -2.479], [-5.423, 0.117, 6.147], [-6.329, 3.942, -2.370], [-5.228, -3.337, -2.343], [2.189, 6.023, 1.943], [7.106, -0.148, -1.264], [8.111, 1.458, -4.178], [3.734, 5.850, 1.396], [-0.178, -10.114, 1.916], [-2.299, 8.314, 0.923], [3.423, 7.328, 2.229], [-3.053, -6.537, -2.464], [-5.787, -4.145, -1.871], [7.339, 2.225, -4.238], [2.684, 7.333, 0.225], [5.703, 0.836, -3.222], [-1.734, 9.667, -0.112], [0.105, 1.009, 3.106], [2.011, 8.175, 0.389], [0.445, 4.425, -2.725], [-0.529, -8.326, 2.954], [4.254, -3.538, -2.288], [-1.537, 7.679, -0.979], [0.024, -9.858, 4.202], [-6.765, 2.998, -0.682], [-5.715, -6.714, -1.565], [-6.852, -0.367, 4.720], [-1.854, -6.663, 2.750], [-0.150, 7.658, -0.799], [-0.789, -6.874, 2.654], [9.373, -0.772, -1.993], [-7.069, -0.742, 7.115], [7.999, -2.052, -0.871], [6.168, 2.120, -3.236], [5.212, -3.952, -2.606], [-5.991, -0.703, 7.278], [-0.129, -8.768, 4.191], [-0.388, -8.691, 0.945], [-6.134, -6.614, -0.564], [-5.549, -1.478, 4.780], [3.580, -1.807, -0.983], [-1.531, 3.462, -2.195], [-8.466, 2.043, -0.771], [9.464, 0.076, -2.670], [-1.478, 4.340, -3.834], [-2.231, 8.697, -0.096], [-4.230, 1.789, 5.304], [2.210, 6.427, -0.782], [-6.787, 4.177, 0.880], [5.327, 2.735, -3.556], [0.194, 5.232, 0.232], [3.853, -4.382, -1.727], [9.964, -0.611, -1.091], [3.714, -3.294, -3.203], [5.060, -1.414, -2.241], [-4.513, 1.529, 7.323], [0.603, 6.174, -0.845], [-6.596, -6.914, -2.175], [0.978, 3.892, -1.938], [-5.768, -0.411, 4.824], [7.710, 3.239, -4.084], [-6.014, 2.218, -0.557], [-4.716, 1.205, 6.290], [-0.431, -6.603, 1.660], [4.722, 0.800, -0.750], [-0.061, -7.990, 5.158], [-6.191, -3.974, -0.873], [-3.762, -5.514, -2.409], [-2.634, -1.950, -0.011], [-2.134, -1.182, 0.328], [4.480, -2.297, -1.355], [-1.754, 7.890, -2.026], [6.852, 2.250, -5.213], [5.562, 0.086, -1.758], [-5.244, 0.013, 3.967], [7.941, -1.289, -1.647], [-0.593, 2.832, -3.497], [-1.912, 6.664, -0.848], [-1.764, -9.435, 1.743], [-5.041, -5.435, -1.968], [0.212, 5.765, -2.357], [5.182, -2.598, -0.578], [-5.084, -7.603, -1.541], [-5.644, -1.731, 7.182], [3.606, 7.833, -0.071], [-0.170, -6.323, 3.363], [7.541, -1.743, -2.553], [-0.956, 3.767, -3.069], [-6.646, -4.169, -2.542], [2.984, 6.633, 1.513], [-3.435, -4.563, -2.858], [1.109, 4.465, -3.588]], "forces_ev_per_angstrom": [[0.347, 0.319, -0.350], [-0.009, -0.090, -0.062], [-0.494, -1.748, -1.937], [0.415, 0.097, 0.053], [-0.171, -0.246, -0.168], [-1.237, -2.243, 0.999], [-0.308, -0.459, 1.020], [0.509, 0.018, 0.800], [-0.609, 0.733, 0.049], [-1.313, -0.273, 0.039], [-0.206, 0.141, 0.211], [0.460, 0.161, -0.503], [0.173, 0.017, 0.380], [0.110, 0.232, 0.106], [-0.344, 0.075, 0.135], [-1.421, 1.834, 0.365], [-0.085, -1.385, -1.172], [-1.450, 1.136, 0.401], [0.301, 0.648, 0.801], [-1.326, -4.230, 2.196], [0.134, -0.116, 0.018], [-1.012, -0.579, -1.109], [-0.479, -0.258, -0.149], [-1.567, -0.956, -0.681], [0.779, 1.985, 1.215], [0.228, -0.052, 1.179], [-1.498, -0.272, -0.828], [0.215, 0.120, 0.255], [-0.273, 0.042, -0.229], [-0.513, 1.019, 0.435], [-0.022, 0.341, -0.312], [0.100, 0.190, 0.064], [3.113, -1.789, 0.492], [0.777, -1.202, 1.104], [-0.121, -0.936, 0.604], [-0.095, 0.053, 0.154], [-0.262, 0.328, 0.235], [1.057, 1.680, -0.244], [0.329, 0.478, -0.016], [-0.186, 0.435, -1.269], [-0.988, 2.593, 0.292], [0.003, 0.020, -0.037], [0.173, 0.220, 0.243], [0.193, -0.139, 0.288], [-0.167, -0.589, 0.381], [-0.105, 0.615, -0.025], [0.444, 0.327, -0.177], [-0.527, 0.075, 0.232], [-0.105, -0.029, 0.338], [0.023, -0.385, 0.164], [0.123, 0.118, 0.995], [-1.748, 0.584, -0.749], [0.234, -0.371, -0.694], [0.176, 0.379, -0.199], [0.053, 0.371, -0.844], [-0.678, 0.153, -0.116], [-0.209, 0.456, 0.082], [-0.313, 0.009, 0.369], [1.981, 4.261, -0.831], [-0.226, -0.031, -0.041], [-0.813, 1.455, 0.062], [0.177, 0.099, -0.444], [-0.189, -0.193, 0.062], [-0.261, -0.717, 0.142], [0.609, -0.097, -0.149], [-0.062, 0.440, 0.084], [1.535, 1.178, -1.325], [-0.150, -0.400, -0.087], [1.082, -0.974, -1.153], [0.299, -1.743, -1.255], [0.550, 0.239, 0.066], [0.745, -1.359, -0.768], [0.483, 0.366, 0.623], [0.310, 0.486, 0.344], [-0.650, -2.126, -0.965], [0.199, 0.238, -0.163], [0.418, -0.369, -0.237], [0.452, -0.706, -0.865], [-0.155, 0.533, 0.537], [0.933, 1.220, -1.456], [-0.546, -0.299, -0.408], [-0.388, 0.014, 0.405], [-0.253, 0.006, -0.195], [-0.397, -0.904, 0.531], [0.928, 1.346, 2.172], [-0.149, 0.200, 0.381], [0.375, 0.571, -0.384], [0.255, 0.086, 0.086], [0.044, -0.436, -0.750], [-0.478, 0.191, 0.164], [-0.242, -0.015, 0.126], [2.676, -0.490, 0.027], [-0.340, -0.444, 0.036], [0.584, -1.184, 0.641], [0.256, 0.100, 0.323], [-0.219, -0.198, -0.160]], "lowdin_charge": [0.0883, 0.0798, -0.1169, 0.1091, 0.0738, -0.1730, 0.5230, 0.0820, 0.0596, -0.2038, 0.0668, 0.0757, 0.0911, 0.0760, 0.0845, -0.0295, -0.0409, -0.0422, -0.2770, -0.1873, 0.0815, 1.7237, 0.1133, -0.2648, -0.2056, -0.0514, -0.3183, 0.1356, -1.5653, -0.0326, 0.0954, 0.0905, -0.1925, -0.0133, -0.0610, 0.0855, 0.1151, -0.3319, 0.0706, -0.0165, -0.2931, 0.0892, 0.0756, 0.0873, 0.1122, 0.0713, 0.5407, 0.0639, 0.0791, -0.0582, -0.0674, -0.1645, 0.5282, 0.1209, -0.2756, 0.0716, 0.0718, 0.0810, -0.2278, 0.1381, 0.5177, 0.0820, 0.1035, -0.0314, 0.0764, -0.0293, -0.3637, 0.0819, -0.2701, -0.0284, 0.0834, -0.3370, -0.1568, -0.6003, -0.2853, 0.1200, 0.0765, 0.5511, 0.0884, -0.2193, 0.0687, 0.1084, 0.0931, -0.1698, -0.1861, 0.1154, 0.0813, 0.0849, 0.1237, 0.0761, 0.1080, -0.0384, 0.0779, -0.0919, 0.1278, 0.1201]}